DFT (ωB97M-V/def2-TZVPD) results for C16H30N4O3 in the gas phase.

Properties
- relative energy (zero: lowest compared OMol25 entry of this formula, charge and spin) (kcal per mole) = 6.3
- E_LUMO (eV) = 0.58
- HOMO (eV) = -9.3
- gap between HOMO and LUMO (eV) = 9.85

Last column: natural (NBO) charge in e.
Element x y z (Å)
O (-3.39932, 1.17390, 0.67927)  -0.598
O (4.63983, 0.84684, 0.86246)  -0.652
O (-0.56641, 1.27358, -0.23730)  -0.625
N (-5.01260, -0.20855, -2.92873)  -0.850
N (-3.28191, -0.76082, -0.50568)  -0.434
N (-0.66796, -0.62331, 0.98795)  -0.605
N (2.69341, 1.59590, 0.00712)  -0.638
C (1.80971, 3.84788, 0.13993)  -0.613
C (-4.73926, -0.82764, -0.55860)  -0.222
C (-2.74430, 0.30742, 0.13118)  0.600
C (2.63559, -1.36858, 2.70180)  -0.402
C (0.76143, -0.61080, 1.26024)  -0.065
C (3.05207, -0.83828, 0.25558)  -0.301
C (3.47899, -1.67673, 1.46505)  -0.395
C (-2.42124, -3.06696, -0.87347)  -0.615
C (-1.21556, 0.35833, 0.24115)  0.604
C (3.99499, 3.39609, -1.04226)  -0.611
C (-5.35579, 0.14930, -1.55193)  -0.233
C (1.55470, -1.00699, 0.01491)  -0.418
C (3.52634, 0.61220, 0.41493)  0.683
C (3.07328, 3.00310, 0.10556)  -0.048
C (1.13641, -1.50711, 2.42820)  -0.395
C (-2.51304, -1.63916, -1.38947)  -0.222
H (0.55809, -1.23355, 3.31429)  0.214
H (1.17143, 3.57508, 0.98095)  0.218
H (4.53183, -1.49352, 1.67325)  0.243
H (-5.01487, -1.85232, -0.81707)  0.194
H (-1.89758, -3.69388, -1.59609)  0.219
H (-5.61286, -0.94925, -3.27073)  0.352
H (-3.41054, -3.49822, -0.71485)  0.207
H (3.36903, -2.73472, 1.20568)  0.195
H (1.34665, -2.06031, -0.20233)  0.209
H (-4.96243, 1.14236, -1.33931)  0.217
H (2.84349, -0.34512, 3.03007)  0.208
H (1.01534, 0.41728, 1.53080)  0.214
H (1.21515, -0.43683, -0.85094)  0.223
H (2.92751, -2.02441, 3.52368)  0.215
H (1.74201, 1.39260, -0.26561)  0.426
H (3.62222, 3.11749, 1.04290)  0.207
H (-1.87686, -3.11504, 0.07078)  0.197
H (0.89513, -2.54895, 2.18246)  0.191
H (3.59524, -1.20160, -0.62237)  0.236
H (-1.26345, -1.31513, 1.41222)  0.406
H (-2.98783, -1.60880, -2.36979)  0.230
H (-1.51529, -1.21959, -1.51549)  0.210
H (4.32296, 4.43101, -0.93074)  0.207
H (-6.43678, 0.18482, -1.36730)  0.172
H (1.22873, 3.71356, -0.77542)  0.211
H (3.47229, 3.30203, -1.99685)  0.200
H (2.06663, 4.90354, 0.22703)  0.213
H (-5.12582, -0.61407, 0.43778)  0.227
H (-5.13437, 0.58066, -3.54891)  0.367
H (4.87561, 2.75525, -1.05598)  0.227

---

DFT (ωB97M-V/def2-TZVPD) results for 13 unconnected molecules or ions with the total composition C38H85N9O21.

Properties
- relative energy (zero: lowest compared OMol25 entry of this formula, charge and spin) (kcal per mole) = 99.1
- E_LUMO (eV) = 0.19
- HOMO (eV) = -8.9
- gap between HOMO and LUMO (eV) = 9.12

Last column: Mulliken charge in e.
Element x y z (Å)
O (-15.73529, 10.98059, 10.56865)  -0.417
O (-15.34529, 14.77015, 12.76910)  -0.126
O (-16.20396, 10.20248, 8.33161)  -0.342
O (-16.23986, 12.40649, 8.75349)  -0.328
O (-18.31223, 11.38903, 16.31211)  -0.690
O (-9.49426, 10.60626, 17.66222)  -0.708
O (-12.27732, 14.42779, 8.63541)  -0.449
O (-11.23327, 17.42260, 17.92380)  -0.683
O (-11.17344, 17.20153, 12.67935)  -0.687
O (-15.40389, 19.70770, 15.22084)  -0.365
O (-13.37694, 15.89867, 9.96060)  -0.060
O (-15.00178, 19.70580, 12.96826)  -0.521
O (-13.45808, 13.61300, 12.89929)  0.422
O (-19.61352, 14.28419, 12.48306)  -0.490
O (-17.77104, 17.67474, 15.51451)  -0.418
O (-10.76963, 10.55582, 12.29242)  -0.331
O (-14.75070, 8.48175, 15.85846)  -0.584
O (-12.06953, 16.69673, 8.15104)  -0.593
O (-21.12970, 19.20903, 9.70607)  -0.707
O (-14.05235, 14.98358, 14.58275)  -0.464
O (-16.93871, 20.50577, 13.83538)  -0.350
N (-13.55477, 9.08810, 14.00749)  0.087
N (-10.45682, 10.98066, 15.59464)  0.308
N (-11.47366, 16.93055, 20.16638)  -0.150
N (-20.88420, 12.75616, 11.43989)  -0.242
N (-18.16223, 16.43017, 17.34350)  -0.157
N (-16.13650, 11.25367, 16.52680)  0.263
N (-10.70380, 10.12747, 10.08715)  -0.128
N (-19.46921, 18.69658, 11.00614)  -0.048
N (-11.65023, 17.10216, 14.79654)  0.018
C (-12.15842, 9.77871, 9.79073)  -0.682
C (-20.33044, 13.29929, 12.54082)  0.490
C (-11.68612, 19.32507, 13.68544)  -0.901
C (-15.71953, 19.92530, 13.93944)  0.840
C (-20.73729, 18.61117, 10.71108)  0.577
C (-16.04886, 12.72080, 16.36228)  -0.776
C (-11.48037, 17.82174, 13.71914)  0.820
C (-17.37081, 9.42271, 17.34946)  -1.140
C (-17.75587, 20.83210, 15.02231)  -0.462
C (-14.27852, 14.49877, 13.46362)  -0.100
C (-18.65445, 17.97033, 11.95378)  -0.110
C (-12.91099, 15.77155, 18.37654)  -0.712
C (-12.53246, 15.76737, 8.82056)  0.569
C (-17.13936, 16.89667, 18.08089)  -0.582
C (-16.39313, 15.68503, 13.33712)  0.707
C (-12.57059, 7.56885, 15.69709)  -1.175
C (-10.49378, 17.79137, 20.63212)  -0.913
C (-14.55065, 10.07455, 13.36405)  -0.367
C (-12.26196, 13.14492, 13.61396)  -0.293
C (-10.15167, 10.43373, 11.25963)  0.780
C (-11.77095, 16.80864, 18.83414)  0.514
C (-12.59141, 13.47297, 9.61609)  0.045
C (-9.15592, 10.84823, 14.79000)  -1.041
C (-20.68621, 13.25875, 10.09234)  -0.793
C (-14.42887, 18.76674, 15.62351)  0.192
C (-21.70569, 17.85033, 11.68132)  -0.815
C (-20.47237, 12.63048, 13.85833)  -0.709
C (-13.81613, 17.11779, 10.59026)  -0.305
C (-8.60208, 10.49622, 11.19162)  -1.521
C (-17.33747, 10.74027, 16.64007)  0.804
C (-16.50075, 13.59019, 9.41890)  0.320
C (-15.78380, 8.91901, 8.47074)  -0.699
C (-16.13585, 11.13995, 9.34277)  0.630
C (-13.71548, 8.45167, 15.21017)  0.619
C (-11.86319, 10.72291, 17.63661)  -0.518
C (-10.52230, 10.75870, 16.95772)  0.609
C (-18.38253, 16.78142, 16.10476)  0.378
C (-19.39854, 16.01817, 15.30501)  -0.758
H (-18.98251, 16.93141, 11.98710)  -0.201
H (-15.24694, 13.13725, 16.97185)  0.368
H (-18.89606, 19.26286, 10.39711)  0.250
H (-12.82653, 10.63772, 9.85258)  -0.020
H (-17.16051, 15.84695, 12.58014)  -0.341
H (-11.34491, 10.93511, 15.11577)  -0.070
H (-12.79438, 6.78471, 16.42038)  0.333
H (-18.78712, 18.43378, 12.93138)  0.111
H (-11.48061, 17.52949, 15.69583)  0.125
H (-15.57783, 8.45165, 9.43369)  0.328
H (-13.68474, 19.32794, 16.18871)  0.445
H (-16.35615, 8.26434, 7.81353)  0.316
H (-14.75719, 18.06577, 16.39094)  -0.277
H (-21.70372, 12.16606, 11.45575)  0.261
H (-19.29667, 16.34425, 14.26994)  -0.048
H (-12.53657, 8.97497, 10.42248)  0.309
H (-12.24973, 16.76126, 20.79021)  0.275
H (-11.90502, 9.78787, 18.19522)  0.331
H (-15.42540, 9.48188, 13.09634)  0.426
H (-13.14092, 15.82051, 17.31219)  -0.033
H (-21.47466, 16.81544, 11.93376)  0.109
H (-21.61192, 13.09162, 9.54168)  0.354
H (-19.47095, 12.50462, 14.26993)  -0.069
H (-17.40782, 21.73486, 15.52429)  0.374
H (-18.80587, 20.93286, 14.74763)  0.268
H (-15.54796, 12.85371, 15.40336)  -0.086
H (-16.41048, 14.46759, 8.77850)  0.345
H (-14.86608, 10.88009, 14.02714)  -0.181
H (-12.09283, 11.49848, 18.36727)  0.370
H (-12.57901, 12.37768, 14.32032)  -0.149
H (-9.66860, 17.12849, 20.89242)  0.283
H (-15.30989, 10.67614, 16.58397)  -0.029
H (-8.27692, 9.67065, 10.55852)  0.428
H (-15.92721, 16.65216, 13.52602)  -0.030
H (-12.56684, 19.49112, 13.06508)  0.048
H (-8.76632, 11.71252, 14.25211)  0.329
H (-9.33032, 9.96517, 14.17528)  0.229
H (-13.44331, 18.04116, 10.14698)  0.423
H (-11.53798, 16.10627, 14.67129)  -0.065
H (-13.44958, 17.04780, 11.61439)  -0.118
H (-17.68467, 20.06365, 15.79205)  0.027
H (-14.03345, 10.41587, 12.46733)  0.026
H (-21.19436, 13.16908, 14.47214)  0.331
H (-10.00698, 9.70902, 9.48762)  0.252
H (-20.58531, 14.34209, 10.15784)  0.258
H (-17.00266, 16.33780, 19.00666)  0.423
H (-11.71891, 8.19874, 15.95396)  0.166
H (-19.91101, 12.63045, 9.65372)  0.167
H (-14.87623, 17.27071, 10.79248)  0.142
H (-16.52077, 9.33188, 18.02568)  0.301
H (-13.95970, 15.95609, 18.60951)  0.321
H (-18.82559, 15.91487, 17.90433)  0.298
H (-10.13358, 18.54549, 19.93236)  0.307
H (-16.82564, 13.47712, 16.24962)  0.354
H (-19.49946, 14.93482, 15.37036)  0.295
H (-8.33349, 10.38214, 15.33266)  0.426
H (-12.74662, 8.92486, 13.42409)  0.190
H (-22.71438, 17.91320, 11.27304)  0.309
H (-17.38197, 8.50871, 16.75565)  0.226
H (-16.21115, 16.62014, 17.58082)  -0.168
H (-14.94129, 8.82363, 7.78579)  0.267
H (-14.05744, 18.08073, 14.86224)  -0.122
H (-17.43677, 13.62402, 9.97641)  -0.077
H (-15.73635, 13.56360, 10.19548)  -0.286
H (-10.79093, 19.85625, 13.36205)  0.416
H (-12.26520, 9.44570, 8.75836)  0.383
H (-12.72283, 10.69932, 16.96686)  -0.185
H (-12.21474, 13.81272, 10.58086)  0.003
H (-8.20428, 11.41736, 10.76578)  0.323
H (-20.27571, 16.48121, 15.75699)  0.542
H (-18.21518, 9.50201, 18.03418)  0.353
H (-10.81440, 18.28856, 21.54760)  0.326
H (-11.71840, 13.92191, 14.15146)  0.105
H (-11.48796, 12.78278, 12.93729)  0.163
H (-21.64345, 18.45307, 12.58737)  0.278
H (-12.49135, 14.77389, 18.50566)  0.412
H (-11.88819, 12.64906, 9.49467)  0.249
H (-17.18408, 17.97385, 18.24146)  0.290
H (-8.02587, 10.40794, 12.11264)  0.310
H (-17.61755, 18.20783, 11.71604)  0.248
H (-12.27521, 6.86499, 14.91899)  0.406
H (-13.65603, 13.24005, 9.63720)  0.093
H (-11.91598, 19.81579, 14.63119)  0.291
H (-16.92062, 15.42152, 14.25386)  -0.169
H (-20.98444, 11.66839, 13.87513)  0.423

---

DFT (ωB97M-V/def2-TZVPD) results for a molecular structure, C27H39ClMnN3O6.

Properties
- total charge = -1
- E_LUMO (alpha / beta) (eV) = 1.98 / 1.97
- HOMO (alpha / beta) (eV) = -0.1 / -3.7
- gap between HOMO and LUMO (alpha / beta) (eV) = 2.10 / 5.65
- multiplicity = 6

Last column: Mulliken spin population.
Element x y z (Å)
Mn (0.45447, 0.08293, -0.22861)  3.888
Cl (1.72926, -1.85156, -0.27350)  0.103
O (-2.10115, -1.66950, 2.61725)  0.104
O (1.87670, 1.08117, -1.42269)  -0.012
O (-0.84964, -0.78303, 0.99350)  0.007
O (1.59448, 0.82016, 1.37161)  0.013
O (-0.58124, -0.23370, -1.75927)  -0.043
O (-0.49831, 1.97878, -0.19561)  0.011
N (2.66672, 0.45465, 3.33869)  0.005
N (2.43670, 2.48529, -3.11655)  0.004
N (-2.78051, 1.87679, -0.27620)  -0.039
C (3.34766, 1.73275, 3.36949)  -0.004
C (0.65662, -2.16145, -2.31685)  0.010
C (1.55903, 1.78914, -2.39346)  0.011
C (1.68668, -4.20291, -1.21343)  0.002
C (-1.87048, -2.09657, -2.57014)  0.012
C (2.00760, 3.38059, -4.16937)  0.000
C (-1.58053, 2.08978, -0.79767)  0.065
C (1.92051, -1.53019, -2.80369)  0.004
C (0.57237, -3.30689, -1.63675)  -0.005
C (-0.05596, 2.42387, 4.20678)  -0.154
C (-3.00984, 1.96061, 1.15553)  -0.010
C (-0.91476, 0.28730, 3.34959)  0.144
C (-1.19839, -0.06807, 4.69083)  0.233
C (-0.34538, 1.56306, 3.14433)  0.141
C (3.86043, 2.29927, -2.93516)  0.001
C (-3.91818, -2.67942, -1.42518)  0.003
C (-0.57409, -1.32316, -2.63697)  -0.011
C (-3.84787, 1.30628, -1.06923)  0.000
C (-4.24144, -3.58058, -2.43082)  0.000
C (-0.90383, 0.79360, 5.75468)  -0.144
C (-1.27651, -0.71005, 2.26138)  0.017
C (-0.32948, 2.03785, 5.51263)  0.346
C (2.72356, -0.36362, 4.53040)  -0.008
C (1.99555, 0.04821, 2.25776)  0.052
C (-2.21027, -2.99311, -3.57887)  0.000
C (-2.74631, -1.94054, -1.50123)  0.000
C (-3.38500, -3.72847, -3.51454)  -0.001
H (-0.10280, 2.70514, 6.33393)  0.062
H (4.30134, 3.17273, -2.45365)  0.000
H (2.38910, 4.38491, -3.98741)  0.000
H (-1.12226, 0.49335, 6.77173)  -0.002
H (2.38260, 3.03637, -5.13439)  0.000
H (-1.54185, -3.11388, -4.42268)  0.000
H (0.92483, 3.40385, -4.19136)  0.000
H (1.81569, -1.02395, 2.19793)  -0.008
H (1.71082, -4.30719, -0.12582)  0.002
H (4.03992, 1.42481, -2.31897)  0.000
H (1.61873, -5.20198, -1.63491)  -0.001
H (4.34685, 2.14020, -3.89638)  0.000
H (-1.64305, -1.02543, 4.93000)  0.050
H (2.04387, -1.20400, 4.43162)  0.011
H (4.42414, 1.58714, 3.46386)  0.000
H (3.00144, 2.32353, 4.21757)  0.016
H (-3.26962, 0.97480, 1.53245)  0.000
H (2.27810, -0.79488, -2.08506)  -0.004
H (-1.60604, 2.41337, -1.84672)  0.014
H (0.52346, 1.86017, -2.72215)  0.000
H (-4.21242, 0.39655, -0.59178)  0.003
H (-3.82725, 2.65415, 1.35202)  -0.008
H (-0.12852, 1.94148, 2.17182)  0.072
H (0.37992, 3.39577, 4.01117)  0.000
H (2.71528, -2.24548, -2.99819)  0.001
H (-3.63179, -4.42132, -4.30893)  0.000
H (-2.10373, 2.28716, 1.64967)  0.046
H (2.43527, 0.21628, 5.40775)  0.000
H (-4.67090, 2.01368, -1.15912)  -0.002
H (-4.58196, -2.55383, -0.57807)  0.000
H (-0.46262, -0.97325, -3.66931)  -0.006
H (-5.15473, -4.15938, -2.37449)  0.000
H (1.73356, -0.98317, -3.73109)  -0.002
H (-2.49486, -1.21976, -0.73769)  -0.002
H (2.65664, -3.78696, -1.49858)  -0.001
H (3.73274, -0.74649, 4.68596)  0.002
H (3.13423, 2.26400, 2.44997)  0.005
H (-3.48603, 1.06080, -2.06390)  0.005
H (-0.41727, -3.65852, -1.36544)  0.000

---

DFT (ωB97M-V/def2-TZVPD) results for 3 unconnected molecules or ions with the total composition C20H34N6O2S.

Properties
- E_LUMO (eV) = -0.55
- HOMO (eV) = -8.7
- gap between HOMO and LUMO (eV) = 8.16

Last column: natural (NBO) charge in e.
Element x y z (Å)
S (3.21854, -0.69333, -4.98154)  0.051
O (-2.02975, 5.19020, 1.48677)  -0.552
O (-1.71063, -4.00894, -3.19706)  -0.545
N (0.50750, -5.40639, -2.02405)  -0.824
N (0.27788, 0.54200, 0.25042)  -0.386
N (-0.39912, 7.44436, 2.20180)  -0.821
N (2.07789, -2.68699, -3.29370)  -0.488
N (0.22312, -0.55567, -2.59078)  -0.361
N (6.04990, -1.42278, 2.64877)  -0.832
C (-1.60130, -4.10814, -1.78432)  -0.074
C (-0.60124, 0.40506, -2.09888)  0.001
C (4.05472, -2.56181, 1.54414)  -0.457
C (-1.62206, 2.07513, -0.29687)  -0.661
C (-2.48804, 7.70321, 3.42720)  -0.615
C (-2.70015, -4.84359, -3.77198)  -0.248
C (-2.45475, 6.50617, 1.15871)  -0.075
C (1.11782, -0.47457, -0.20150)  0.121
C (4.54538, -1.39823, 2.51349)  -0.224
C (-0.75805, -5.30041, -1.29220)  -0.081
C (2.10930, -1.03300, 0.78542)  -0.223
C (3.05581, -2.08739, 0.44001)  0.019
C (-1.84781, 7.61100, 2.04452)  -0.082
C (2.99090, -2.64428, -0.95686)  -0.237
C (-1.48992, -6.63784, -1.37206)  -0.613
C (-0.59025, 0.96050, -0.70883)  0.200
C (1.07254, -0.99210, -1.57884)  0.134
C (2.04025, -2.10246, -1.92392)  0.115
C (-2.73020, 4.59907, 2.56854)  -0.249
C (2.63879, -1.83145, -3.99427)  0.285
H (-3.57787, 7.65982, 3.35883)  0.202
H (-1.54265, -7.02432, -2.39095)  0.202
H (4.06383, -1.51353, 3.53047)  0.190
H (-1.70417, 2.90342, -1.04403)  0.233
H (-2.22257, 8.64945, 3.90326)  0.221
H (-1.36630, 0.82517, -2.81081)  0.206
H (-0.96909, -7.38904, -0.77422)  0.218
H (-0.52914, -5.12202, -0.23606)  0.188
H (-3.55011, 6.56429, 1.13476)  0.165
H (-2.27734, -5.82057, -4.01619)  0.165
H (0.28563, -5.39745, -3.01858)  0.358
H (-2.61039, 1.58922, -0.05093)  0.230
H (-3.02495, -4.38368, -4.70742)  0.188
H (-2.50828, -6.55204, -0.98431)  0.200
H (6.23105, -1.18766, 3.63558)  0.354
H (-2.24018, 4.83969, 3.51411)  0.168
H (-2.59477, -4.09675, -1.31755)  0.161
H (2.12862, -0.60141, 1.81553)  0.229
H (-3.57172, -4.95761, -3.12077)  0.167
H (4.98718, -2.96774, 1.04881)  0.236
H (-2.03015, 8.56642, 1.54173)  0.190
H (4.27548, -0.36885, 2.15666)  0.188
H (6.37752, -0.58690, 2.14588)  0.353
H (-2.68736, 3.51508, 2.44427)  0.187
H (0.03629, 7.48106, 1.28224)  0.351
H (1.03616, -4.54846, -1.89339)  0.357
H (-3.78013, 4.90382, 2.59477)  0.171
H (-1.09826, -3.18864, -1.46652)  0.183
H (3.65007, -3.39993, 2.17318)  0.231
H (-1.25031, 2.49925, 0.68398)  0.244
H (-0.23352, 6.48691, 2.50869)  0.355
H (3.69608, -3.47051, -1.22945)  0.241
H (-2.15468, 6.90774, 4.09526)  0.203
H (-2.11267, 6.67456, 0.13248)  0.183